Record 1
Below is C35H59BCl2O15SSi2 as an isolated structure at a distorted geometry, with properties calculated with ωB97M-V with the def2-TZVPD basis set.

Each line ends with the Mulliken charge.
CARTESIAN COORDINATES (ANGSTROEM)
C 4.245 0.786 4.476  -0.4705
C 2.938 0.988 3.758  0.2088
Si 2.795 0.480 1.866  0.0347
C 4.081 1.678 0.978  -0.9482
O 1.246 0.885 1.149  -0.7445
Si -0.098 0.017 1.859  0.6187
C -0.398 0.359 3.739  -0.7013
C -1.700 0.720 0.959  -0.5422
S -3.046 -0.569 0.776  0.0250
C -3.666 -1.151 2.456  -0.3232
C -4.390 0.036 3.326  -0.8452
B -0.121 -1.902 1.413  0.8768
O -0.269 -2.953 2.441  -0.6762
O -0.018 -2.183 -0.061  -0.5091
C 0.820 -3.365 -0.312  -0.3872
C 3.441 -1.292 1.491  0.5210
Cl 4.313 -1.534 -0.169  -0.1844
C 3.344 -2.492 2.360  0.0117
C 2.649 -2.385 3.837  -0.6678
Cl 4.039 -4.165 1.856  -0.1513
H 4.475 -0.080 5.230  0.2201
H 5.062 1.634 4.277  -0.0649
H 2.073 1.483 4.370  0.1933
H 4.092 1.316 -0.147  0.2900
H 3.800 2.807 1.112  0.2586
H 5.138 1.400 1.429  0.2025
H -0.303 1.527 3.962  0.2584
H -1.513 -0.005 3.960  0.0167
H 0.356 -0.166 4.462  0.3555
H -2.037 1.667 1.584  0.3674
H -1.345 1.082 -0.120  0.1479
H -2.749 -1.632 3.043  0.1619
H -4.483 -1.983 2.257  0.3603
H -5.021 -0.512 4.176  0.3294
H -3.614 0.735 3.905  0.2261
H -5.131 0.716 2.711  0.2260
H 0.519 -3.571 2.475  0.3059
H 0.113 -4.231 -0.671  0.2104
H 1.513 -3.086 -1.244  0.2014
H 1.549 -3.654 0.556  -0.0009
H 3.449 -1.886 4.567  0.0849
H 2.532 -3.500 4.245  0.3738
H 1.613 -1.844 3.870  0.0941
O -6.686 -5.175 -2.359  -0.6436
C -5.775 -4.365 -2.322  0.4315
O -5.084 -4.035 -1.191  -0.3474
C -4.170 -2.982 -1.492  0.3783
C -3.952 -3.057 -2.981  -0.4512
C -5.282 -3.558 -3.484  -0.0096
H -4.618 -2.031 -1.185  -0.1241
H -3.240 -3.131 -0.935  -0.0537
H -3.648 -2.104 -3.420  0.1904
H -3.173 -3.797 -3.204  0.3423
H -5.981 -2.737 -3.672  0.0929
H -5.166 -4.179 -4.375  0.1967
O -5.812 -0.396 -4.737  -0.6657
C -5.228 0.466 -4.100  0.5965
O -3.886 0.461 -3.850  -0.3854
C -3.567 1.554 -2.990  -0.0445
C -4.691 2.541 -3.167  -0.4238
C -5.874 1.648 -3.444  -0.2807
H -3.498 1.182 -1.963  -0.0935
H -2.601 1.980 -3.278  0.3725
H -4.829 3.196 -2.303  0.3486
H -4.495 3.173 -4.042  0.1350
H -6.363 1.323 -2.522  0.2529
H -6.591 2.129 -4.114  0.1661
O -4.463 -6.357 -8.392  -0.5979
C -4.928 -7.010 -7.473  0.5139
O -4.219 -7.915 -6.736  -0.3543
C -5.100 -8.569 -5.824  -0.4696
C -6.271 -7.635 -5.664  -0.1618
C -6.355 -6.976 -7.017  -0.3926
H -5.392 -9.533 -6.251  0.2695
H -4.585 -8.743 -4.875  0.3322
H -7.191 -8.146 -5.368  0.3497
H -6.043 -6.881 -4.901  -0.0270
H -6.967 -7.555 -7.714  0.2832
H -6.721 -5.949 -6.941  0.2604
O 5.199 3.955 3.761  -0.5493
C 6.356 4.071 4.133  0.5180
O 7.400 3.346 3.635  -0.3366
C 8.581 3.660 4.372  -0.3206
C 8.319 5.010 4.986  -0.2025
C 6.831 4.982 5.223  -0.5677
H 8.738 2.883 5.127  0.2125
H 9.442 3.679 3.698  0.2894
H 8.903 5.191 5.893  0.0833
H 8.562 5.800 4.264  0.2857
H 6.581 4.541 6.192  0.2583
H 6.390 5.977 5.125  0.3258
O -5.177 4.648 -6.565  -0.6084
C -6.138 4.082 -7.060  0.5678
O -7.392 4.078 -6.520  -0.3567
C -8.236 3.233 -7.301  -0.3753
C -7.576 3.152 -8.652  -0.4845
C -6.111 3.258 -8.312  -0.3679
H -8.301 2.256 -6.811  0.2350
H -9.238 3.668 -7.362  0.3153
H -7.832 2.243 -9.203  0.3205
H -7.874 4.013 -9.263  0.2603
H -5.673 2.281 -8.087  0.2186
H -5.550 3.761 -9.103  0.2942
O 9.666 4.208 8.141  -0.6008
C 10.813 4.281 7.733  0.6079
O 11.443 5.450 7.413  -0.3488
C 12.730 5.155 6.871  -0.4054
C 13.069 3.778 7.378  -0.4738
C 11.717 3.116 7.467  -0.3862
H 12.664 5.191 5.778  0.2553
H 13.453 5.903 7.207  0.3004
H 13.776 3.245 6.736  0.3234
H 13.509 3.849 8.380  0.2665
H 11.429 2.649 6.521  0.1699
H 11.678 2.392 8.284  0.3264

Properties
largest force on an atom: 5.41 eV/A

Record 2
Below is a 6-piece molecular cluster, C35H59BF5O18P overall at a distorted geometry, with properties calculated with ωB97M-V with the def2-TZVPD basis set.

Each line ends with the Mulliken charge.
CARTESIAN COORDINATES (ANGSTROEM)
C 6.884 -1.728 2.288  -0.9633
C 6.775 -1.921 0.768  -0.6737
C 5.467 -2.531 0.256  -0.1132
C 4.183 -1.942 0.852  -1.0303
C 4.132 -0.413 0.847  -0.5474
C 4.120 0.208 -0.560  0.4262
C 4.815 1.572 -0.636  -1.4751
C 3.934 2.836 -0.405  -0.7185
C 2.490 2.605 0.047  0.7698
C 1.477 2.540 -1.114  -0.7051
C 0.101 3.090 -0.671  0.1064
C -1.073 2.117 -0.732  -1.1781
C -2.372 2.830 -0.333  0.0325
C -3.617 2.152 -0.915  -1.0593
C -4.907 2.532 -0.184  -0.6088
C -6.078 1.634 -0.587  -0.4942
C -7.306 1.829 0.320  -0.9734
C -7.388 0.869 1.533  -0.7131
C -8.757 0.188 1.694  -0.9630
C -8.904 -1.246 1.127  -0.5608
B -8.166 -1.548 -0.198  0.5417
P -8.849 -2.872 -1.420  0.5520
O -9.263 -4.121 -0.769  -0.6794
O -10.035 -2.111 -2.198  -0.5113
O -7.744 -3.215 -2.549  -0.3441
H 7.388 -2.572 2.751  0.0191
H 7.525 -0.865 2.487  0.2764
H 5.941 -1.524 2.788  0.3541
H 7.563 -2.631 0.499  0.5296
H 7.020 -1.006 0.230  0.2895
H 5.465 -3.620 0.353  0.4397
H 5.428 -2.338 -0.814  -0.0921
H 3.324 -2.380 0.339  0.4446
H 4.115 -2.271 1.894  0.3426
H 3.207 -0.128 1.357  0.2571
H 4.953 -0.022 1.445  0.2505
H 3.113 0.229 -0.972  0.0879
H 4.694 -0.465 -1.201  0.2059
H 5.665 1.600 0.047  0.4186
H 5.251 1.662 -1.634  0.3631
H 3.970 3.471 -1.291  0.3543
H 4.415 3.422 0.381  0.2254
H 2.186 3.488 0.605  -0.0671
H 2.380 1.762 0.727  -0.2256
H 1.371 1.531 -1.512  0.3546
H 1.837 3.210 -1.895  0.2202
H 0.166 3.432 0.364  -0.2437
H -0.155 3.974 -1.262  0.4220
H -1.158 1.686 -1.731  0.4256
H -0.891 1.336 0.010  0.2558
H -2.454 2.845 0.757  0.3120
H -2.360 3.854 -0.698  0.2114
H -3.508 1.064 -0.915  0.4520
H -3.715 2.465 -1.958  0.2861
H -4.772 2.440 0.897  0.3471
H -5.148 3.566 -0.441  0.2568
H -5.749 0.595 -0.561  0.2006
H -6.375 1.859 -1.615  0.3594
H -8.232 1.765 -0.254  0.4990
H -7.265 2.852 0.699  0.3878
H -6.571 0.146 1.521  0.4746
H -7.251 1.472 2.432  0.4169
H -9.543 0.815 1.276  0.3944
H -8.962 0.124 2.765  0.3640
H -8.609 -1.984 1.880  0.3372
H -9.969 -1.436 0.952  0.3333
H -7.150 -1.006 -0.490  -0.1883
H -10.232 -2.562 -3.027  0.3252
H -7.361 -2.426 -2.949  0.2883
O -2.265 6.021 0.300  -0.5368
C -1.976 5.934 1.444  0.5624
O -2.688 6.460 2.468  -0.3828
C -2.096 6.028 3.697  -0.5382
C -0.681 5.707 3.269  0.3691
F -0.150 4.682 3.972  -0.3215
O -0.862 5.306 1.920  -0.1320
H -2.610 5.135 4.055  0.3010
H -2.155 6.810 4.448  0.3002
H 0.007 6.555 3.302  0.2899
O -3.296 -1.992 -5.196  -0.4942
C -4.034 -2.909 -5.296  0.6667
O -4.254 -3.841 -4.335  -0.3076
C -5.320 -4.691 -4.771  -0.2129
C -5.271 -4.510 -6.271  0.3220
F -6.498 -4.595 -6.839  -0.2793
O -4.789 -3.186 -6.400  -0.3230
H -6.264 -4.335 -4.356  0.1111
H -5.152 -5.716 -4.451  0.2542
H -4.594 -5.190 -6.791  0.2773
O 3.822 5.330 2.380  -0.4946
C 3.094 6.019 1.755  0.6666
O 2.670 5.765 0.494  -0.2386
C 1.691 6.750 0.145  0.3677
C 2.029 7.881 1.087  0.2087
F 0.928 8.576 1.471  -0.2798
O 2.556 7.194 2.206  -0.3599
H 0.693 6.352 0.341  -0.4269
H 1.772 7.016 -0.905  0.3145
H 2.776 8.582 0.712  0.2727
O 7.314 -6.039 1.245  -0.4521
C 7.877 -6.113 2.282  0.5746
O 8.276 -7.269 2.867  -0.3396
C 9.038 -6.941 4.032  -0.4642
C 8.539 -5.549 4.349  0.3197
F 9.503 -4.774 4.899  -0.2745
O 8.209 -5.047 3.067  -0.2173
H 10.101 -6.930 3.785  0.2826
H 8.855 -7.660 4.825  0.2658
H 7.653 -5.518 4.986  0.2776
O 4.478 -3.070 -2.657  -0.5224
C 4.202 -4.188 -2.390  0.7002
O 5.035 -5.245 -2.538  -0.3141
C 4.401 -6.394 -1.968  -0.3766
C 2.940 -6.002 -2.020  0.2905
F 2.231 -6.518 -0.987  -0.2966
O 2.999 -4.595 -1.892  -0.2865
H 4.739 -6.525 -0.939  0.2182
H 4.633 -7.285 -2.544  0.2850
H 2.434 -6.256 -2.954  0.2921

Properties
SMILES: CCCCCCCCCCCCCCCCCCCCBP(=O)(O)O.O=C1OC[C@@H](F)O1.O=C1OC[C@@H](F)O1.O=C1OC[C@@H](F)O1.O=C1OC[C@@H](F)O1.O=C1OC[C@@H](F)O1
largest force on an atom: 1.11 eV/A

| no. | frontier orbital gap (hartree) | LUMO (eV) |
| --- | --- | --- |
| 1 | 0.2337 | -1.1170 |
| 2 | 0.3409 | -0.4419 |